1.
Here is a structure of composition C32H53BN3O7PS from the Open Molecules 2025 dataset. Energies are from ωB97M-V/def2-TZVPD.

For the lowest unoccupied orbital energy, the calculation gives -0.34 eV. The total energy is -73648.05351 eV. The total charge is 0. For the energy above the lowest of the compared OMol25 structures with the same formula, charge and spin, the calculation gives 0.0 kJ/mol.

XYZ file:
```
98
Properties=species:S:1:pos:R:3:forces:R:3:lowdin_charge:R:1
H 7.08025 -1.32473 -4.51290 0.02 0.01 -0.02 0.119
H -2.05306 2.08321 0.98020 -0.22 0.04 -0.09 0.123
H 3.00289 -4.59684 -0.63395 0.02 -0.03 0.01 0.116
C -4.22670 2.85377 -3.59275 -0.08 0.10 0.13 -0.351
H -4.39206 -2.30333 7.70346 0.01 0.00 0.00 0.114
H -3.13943 -1.30103 -1.87361 0.04 0.08 0.02 0.112
H 5.30820 -4.66643 0.08010 -0.01 0.00 0.01 0.110
H 9.15301 0.77833 -3.75816 -0.01 0.00 0.00 0.114
O -0.74089 3.55265 -5.87925 -0.01 0.19 -0.05 -0.346
N -0.21354 1.28392 0.55076 -0.24 -0.13 0.09 -0.106
H -0.70233 4.09138 -5.07735 0.00 0.01 -0.03 0.054
H -0.35169 0.80080 2.62666 -0.08 0.07 -0.05 0.103
O -0.87685 -0.86010 -2.26798 0.10 -0.24 -0.18 0.025
H 1.30871 1.02746 -4.87350 0.08 -0.06 0.12 0.042
H -6.09477 -3.60738 5.53272 0.00 0.01 0.00 0.113
N -5.20519 3.76294 -3.53215 -0.08 -0.07 0.08 -0.229
H -3.41366 4.37828 3.81604 0.01 0.00 0.00 0.113
O 3.28426 -3.00529 -1.91559 -0.06 -0.04 0.00 -0.154
H 3.45777 -1.11796 -1.09993 -0.07 0.02 0.02 0.104
C -2.19655 1.89027 -4.37826 0.00 -0.23 0.23 -0.298
H -3.45213 -2.89111 4.86439 0.02 -0.02 0.02 0.118
C -3.72121 -0.07198 -0.18854 0.13 -0.33 0.15 -0.175
C 1.99733 1.31850 0.36316 0.09 -0.11 0.15 -0.111
H -4.79363 -0.71937 -1.89117 -0.01 -0.05 -0.04 0.121
C -3.76017 -0.42808 -1.68147 -0.38 0.07 -0.02 -0.129
H -2.98804 3.73093 -5.12693 0.02 0.03 -0.02 0.107
C 9.31300 -1.13480 -2.76471 -0.01 -0.05 -0.04 -0.168
H -2.44298 -0.17305 1.52642 0.03 -0.05 0.02 0.108
C -3.45574 0.69872 -2.63297 -0.17 -0.11 0.39 -0.126
O 7.01016 -0.63883 -2.56893 0.08 -0.01 0.01 -0.159
O -0.77713 -0.82123 -4.67369 -0.20 -0.26 0.21 0.112
H 10.28851 -0.87840 -2.35475 0.00 0.02 0.00 0.111
H 4.34370 -2.48771 0.65791 0.00 0.01 -0.01 0.116
H 1.04437 -1.64730 -2.12415 0.01 0.03 -0.20 0.085
H 5.87972 -4.04292 -1.47330 -0.01 0.00 -0.01 0.111
H 4.75284 -1.58423 -2.21841 0.05 0.02 0.02 0.103
H -2.56895 5.04644 5.21696 0.00 0.00 0.02 0.110
H -4.26374 -0.86990 0.32401 -0.09 0.06 0.03 0.112
H 5.85391 -1.99920 -0.11976 0.02 0.01 -0.02 0.096
C 0.81925 1.48208 -0.32053 0.04 0.06 -0.08 -0.100
C -3.33215 2.99262 5.47342 0.06 0.02 0.02 -0.165
H 0.34954 1.39817 -3.43039 0.03 0.02 -0.02 0.012
H 3.78210 -4.98469 -2.18013 -0.02 0.01 -0.01 0.115
H 9.34339 -0.56253 -4.89310 0.00 -0.02 0.00 0.111
H -3.71364 1.57967 3.86556 -0.03 -0.03 0.04 0.119
C -3.73446 -2.18128 5.64909 -0.02 -0.03 -0.04 -0.207
H -4.40587 3.07342 5.63551 -0.01 0.01 -0.01 0.111
C -2.37273 0.77368 -3.45496 0.48 0.00 -0.33 -0.030
C -3.09017 2.90803 -4.43464 -0.19 0.11 -0.07 -0.038
C 1.65896 0.99193 1.70362 0.02 -0.02 -0.08 -0.098
H 1.13362 2.69885 -4.35012 -0.05 0.04 0.06 0.048
C 8.89298 -0.26520 -3.94755 0.01 0.05 0.04 -0.169
H -1.77250 1.74716 -0.73153 0.03 -0.05 -0.06 0.122
C -2.33919 0.00721 0.45413 0.17 0.15 0.03 -0.162
N -5.53923 1.86165 -1.98730 -0.04 -0.19 0.10 -0.229
C -5.92481 -2.81846 6.26838 0.02 -0.04 -0.04 -0.170
P -0.81323 1.93250 -5.57658 0.13 -0.06 -0.29 0.914
H 8.37610 -0.00145 -1.16174 0.03 -0.02 0.01 0.120
C 0.00935 -1.97722 -2.17705 0.10 -0.06 0.49 -0.018
H -2.81986 0.87410 5.21772 0.01 -0.02 -0.03 0.105
C 4.10309 -1.93724 -1.41669 -0.02 0.04 -0.08 -0.187
C 3.73018 -4.24843 -1.37648 -0.01 0.03 0.04 -0.208
O -4.63783 -1.22071 5.09821 0.01 0.02 0.00 -0.156
H 2.99295 1.41561 -0.03471 0.01 0.03 -0.11 0.084
H 0.64677 1.72791 -1.35474 -0.10 0.02 0.04 0.096
C 8.17796 -0.88277 -1.78101 0.01 0.06 -0.01 -0.206
H -1.67686 -0.76582 0.06087 -0.10 -0.04 -0.04 0.106
H -0.20940 -2.48505 -1.23768 -0.06 0.02 0.01 0.096
H 9.33204 -2.18623 -3.05954 0.00 0.00 0.01 0.114
H -2.84178 2.94383 6.44826 0.00 0.00 0.00 0.113
H -6.66157 -1.40074 4.76492 0.02 0.02 -0.02 0.116
C -5.95692 -1.45261 5.59544 0.01 0.02 0.05 -0.205
C 0.29012 0.97800 1.78083 0.23 -0.05 0.14 -0.104
H -6.67282 -2.91756 7.05333 0.01 0.01 0.02 0.111
H -1.20581 -1.62041 -4.99536 0.15 0.03 -0.23 0.121
C -4.41444 1.75818 -2.70029 0.04 0.25 -0.17 -0.306
B -1.29881 -0.38484 -3.45741 -0.06 0.37 -0.01 -0.686
H -4.28211 0.84517 -0.01095 -0.04 0.06 0.02 0.101
S -6.24501 3.22253 -2.43426 -0.08 0.18 -0.07 1.002
C 0.61807 1.74140 -4.42984 0.16 -0.14 -0.08 -0.236
C -2.74618 4.13622 4.64612 -0.05 -0.02 -0.04 -0.167
O -1.72407 2.11494 3.98393 -0.07 -0.05 0.02 -0.173
C -4.48588 -2.87510 6.77771 -0.02 0.04 0.04 -0.169
C -2.95693 1.78131 4.63074 -0.04 0.05 -0.05 -0.197
H -4.12489 -3.88532 6.96347 -0.01 -0.01 -0.01 0.111
H -1.14701 3.91099 3.15750 0.02 -0.03 -0.01 0.117
H -0.12724 -2.68877 -2.98834 0.07 0.09 -0.14 0.093
C 7.38086 -0.44328 -3.93629 -0.02 -0.05 -0.01 -0.201
H -6.20833 -0.66381 6.31313 -0.03 -0.02 0.01 0.117
C 5.08218 -3.97346 -0.72943 0.05 0.02 -0.03 -0.166
H -2.83379 -1.66717 5.98782 0.00 0.02 -0.02 0.112
H 7.99163 -1.73250 -1.12278 -0.03 0.00 0.00 0.107
C 4.91383 -2.52537 -0.27354 -0.05 -0.05 0.07 -0.160
H 6.84557 0.42282 -4.32603 -0.03 0.00 0.02 0.118
H -0.63497 3.64545 4.83290 0.00 0.03 0.00 0.119
C -1.64288 1.35554 0.27683 0.23 0.12 0.00 -0.119
C -1.45855 3.51174 4.12369 0.02 -0.01 0.04 -0.201
H 2.33314 0.78893 2.51922 0.03 0.02 -0.01 0.086
```
Positions in Å, forces in eV/Å.

***

2.
Here is a structure of composition C32H53BeBr2Cl6F8KN7O4S2 from the Open Molecules 2025 dataset. Energies are from ωB97M-V/def2-TZVPD.

For the lowest unoccupied orbital energy, the calculation gives -4.67 eV. The total energy is -328004.81276 eV. The total charge is -1.

XYZ file:
```
116
Properties=species:S:1:pos:R:3:forces:R:3:lowdin_charge:R:1
C -1.49504 -4.26368 5.12824 0.42 -0.35 0.00 -0.498
H 3.50608 -2.47606 -0.52166 -0.65 -0.37 0.26 0.054
H -1.87216 2.01235 -1.80251 -0.36 -0.11 0.39 0.093
H -0.63710 -1.81131 -1.22539 -0.01 -0.47 -0.44 0.130
H 3.46256 6.52020 -1.32642 -0.41 0.14 0.02 0.075
F 2.89949 -5.12934 3.81075 0.05 -0.05 -0.02 -0.673
H -4.93479 -1.21587 -2.13224 0.25 -0.39 -0.09 0.132
H 0.20970 -4.00549 4.21323 0.09 0.10 -0.03 0.084
C 3.02670 1.99197 -2.54461 0.25 0.47 0.66 -1.100
H 0.48404 -0.85835 2.30103 -0.13 0.36 0.20 0.111
H -3.56411 3.87691 -0.65542 -0.07 0.45 -0.26 0.128
H -5.00871 2.14874 -0.54854 2.40 -0.10 -0.04 -0.033
C 3.20582 -1.28050 -2.91454 -0.53 0.21 0.08 -0.197
C 3.49581 4.69054 -3.15848 0.68 0.01 -0.21 -0.480
C -3.46156 0.04209 0.13296 -0.83 1.14 0.28 -0.314
Cl 4.44109 -3.34685 3.34160 -0.15 0.06 0.53 0.641
H -1.10004 -0.08494 1.05038 -0.68 -0.29 0.18 0.085
F -4.87360 4.75138 1.53745 -0.94 -0.07 0.21 -0.076
C 4.32574 -1.09738 -1.92690 0.43 -0.35 0.02 -0.273
C -4.46385 2.25256 0.38117 0.07 0.91 1.33 -0.275
C -0.83715 -2.20223 1.19818 -0.83 0.22 -0.03 -0.121
H 0.56823 0.72101 -4.30167 -0.05 -0.58 0.03 0.111
C 1.02335 1.46009 -3.66602 0.49 0.72 0.87 -0.165
N -3.93291 1.03001 0.86931 -0.84 -0.41 -1.15 0.130
Cl 3.76932 -0.83522 4.55907 0.09 0.08 0.12 0.525
O -4.48106 2.00090 -3.03632 0.51 -0.58 0.50 0.014
H 5.63425 4.90044 -2.68256 0.35 -0.25 -0.21 0.098
H 0.47060 1.78619 -1.60913 0.28 -0.34 0.38 0.073
C 0.47314 -1.78583 1.74736 0.52 -0.17 0.19 -0.238
Br -2.99658 3.48156 3.04412 -0.37 -0.11 0.23 0.991
H -3.88230 0.89582 1.89822 -0.06 -0.34 0.42 0.087
H 5.84944 -7.49438 5.47975 0.02 -0.03 -0.10 0.078
K -6.87551 2.07226 -0.53650 -3.00 -0.19 -0.08 1.023
H 1.33787 2.27195 -4.31521 -0.11 0.18 -0.44 0.096
H -1.80381 2.23836 -3.50120 -0.27 0.30 -0.27 0.113
H 4.63238 5.43386 -0.58186 -0.18 -0.41 0.30 0.068
C 4.72749 5.48251 -2.72001 -0.46 0.61 -0.18 -0.362
H -3.21720 -0.78597 1.76029 0.25 -0.69 1.46 0.083
N 2.24040 0.92988 -2.99840 -0.03 -0.51 -1.42 -0.205
H -2.43102 2.99345 0.30570 0.31 -0.35 0.08 0.122
C -1.14583 -0.90980 -0.93028 -1.05 0.10 1.00 -0.005
H -2.25419 -5.39572 3.45336 -0.06 0.04 0.01 0.075
C 0.09469 2.02292 -2.58821 -0.60 -0.03 -0.44 -0.169
C 3.00989 -0.06428 -3.80995 0.11 0.01 1.38 -0.166
C 4.46632 6.13225 -1.39037 0.38 0.03 0.29 -0.159
H -5.19468 2.60509 1.14904 0.20 -0.39 -0.36 0.104
H -1.44388 -2.56816 2.01435 -0.19 -0.04 0.47 0.117
S 3.87608 3.01586 -3.72830 -0.29 -0.29 -0.50 0.938
H 0.13529 3.10136 -2.65402 0.01 0.44 0.13 0.110
F -4.29435 0.95334 -5.22304 1.24 -1.11 0.11 0.011
C -2.31161 -0.63704 -1.88546 1.82 1.26 -0.18 -0.342
C -4.97407 0.13373 -4.46508 -1.16 0.83 -0.32 -0.630
C -1.39073 1.65155 -2.69649 0.64 0.08 -0.54 -0.152
Cl -5.30205 2.81483 -6.57930 -0.49 0.87 -0.39 -0.358
C -5.12747 0.75083 -3.05989 0.12 -0.12 0.76 -0.221
C -1.51675 -1.00184 0.55519 1.59 -0.92 -0.14 -0.268
Be 7.40781 0.24194 5.85984 -0.08 -0.01 -0.07 0.303
Br -3.75825 7.23072 0.85283 -0.06 0.03 0.06 0.818
C -2.69070 5.62553 1.17014 -0.73 0.15 -0.20 -0.931
H -1.54576 -5.06635 7.14720 0.00 -0.02 0.01 0.072
O -4.35917 -0.39924 3.18892 -0.22 0.43 -0.72 -0.395
F -4.47869 -1.10301 -4.48633 0.31 -0.05 0.05 0.166
C 5.92268 -6.41367 5.37449 -0.23 -0.06 0.46 -0.078
H 4.89532 -3.11971 -1.43269 -0.10 -0.42 -0.12 0.076
H -6.19712 0.94971 -2.96503 -0.24 -0.39 -0.25 0.127
N -3.46497 -3.69276 -1.04348 1.95 3.22 -2.98 0.188
H -0.40495 -0.13905 -1.00920 0.25 0.59 -0.27 0.121
C -3.01650 -2.84708 -1.76543 -2.32 -3.60 3.21 -0.334
N 1.56002 -2.41672 1.64040 0.32 -0.07 -0.20 0.116
H 5.13198 6.95765 -1.21700 0.36 0.39 0.01 0.040
O -2.66588 -1.89091 -2.54283 -0.34 0.10 -0.09 0.049
C 6.33866 -6.04968 4.03522 -0.12 0.05 -0.04 -0.323
C -4.74184 -0.18730 -1.86209 -0.34 1.32 -0.25 -0.046
C -1.81646 -5.58040 4.43468 -0.15 -0.02 -0.07 -0.064
N -3.43623 0.06939 -1.25812 0.09 -0.74 -0.60 0.088
H 4.94269 -5.98547 5.58981 -0.06 0.05 -0.22 0.074
H 3.01176 5.18722 -3.98159 -0.26 0.13 -0.38 0.074
H -0.90464 -6.16271 4.27681 0.02 0.02 0.11 0.083
H 4.19603 -0.21762 -1.31951 -0.33 0.54 -0.02 0.063
C 4.45297 -2.25105 -0.96550 0.64 0.20 0.05 -0.100
C -1.72709 0.20271 -3.02771 -0.64 -0.34 0.19 -0.085
Cl 5.05076 8.30721 -3.67734 0.01 0.17 -0.24 -0.102
N 6.63564 -5.73422 2.97459 0.29 -0.06 -0.17 0.123
H -0.73636 -3.02436 0.50022 0.11 -0.34 -0.19 0.108
H 3.29181 -2.20520 -3.47054 0.35 -0.25 -0.32 0.114
H -2.40635 -3.67220 5.23512 0.05 0.10 -0.09 0.136
S 3.15006 2.33348 -0.97772 -0.12 0.12 0.51 0.811
H 6.63053 -6.04840 6.11740 0.08 0.04 -0.08 0.075
H 3.99486 0.34210 -4.00904 0.22 0.13 -0.60 0.091
H 1.40168 -3.27240 1.10505 0.19 -0.16 0.05 0.053
C -3.43886 3.37753 0.29571 -0.16 -0.22 -0.70 -0.158
Cl 5.64214 -0.87430 2.37792 0.15 0.11 0.06 0.519
F -1.46547 1.03256 2.13478 -0.05 0.63 -0.08 -0.540
H -2.38913 0.17334 -3.87886 -0.33 -0.03 -0.26 0.106
O -0.60879 -3.49808 4.32373 -0.06 0.08 -0.07 -0.060
H 2.29136 -1.36879 -2.34156 -0.41 -0.21 0.15 0.105
H 5.26323 -0.96199 -2.45820 0.31 0.08 -0.20 0.113
H -0.86495 -0.36702 -3.32845 0.52 -0.12 -0.23 0.117
H -4.82801 -0.51872 4.02263 0.28 0.05 -0.17 -0.095
H 4.87831 6.31006 -3.49420 0.13 -0.34 0.36 -0.053
C -0.87436 -4.49948 6.49850 -0.02 0.11 0.13 -0.066
H 5.10009 -1.96111 -0.14872 0.23 -0.09 0.22 0.025
H -2.51754 -6.17781 5.02393 0.03 0.00 -0.03 0.073
H -5.09301 2.64293 -2.69891 -0.15 0.72 -0.35 0.077
F -1.85027 5.88358 2.14354 0.40 0.20 0.57 0.027
F -6.21466 0.05762 -5.00110 -0.19 -0.41 0.05 0.108
Cl 6.41089 -1.96775 4.94472 0.27 -0.09 0.17 0.356
H -5.46058 0.01548 -1.07380 -0.16 -0.13 0.23 0.090
F -1.97276 5.44759 0.06361 0.51 -0.23 -0.50 0.043
H 2.81238 4.65018 -2.33016 -0.39 -0.34 0.28 0.040
H -0.64324 -3.54820 6.98093 -0.05 0.00 -0.03 0.076
N -2.97000 -0.95866 0.79328 0.90 -0.81 -0.07 0.190
C 5.04706 -1.77078 3.78346 -0.58 -0.09 -0.64 -1.995
H 0.06408 -5.05150 6.40042 -0.04 -0.05 -0.05 0.082
C -3.58630 4.34186 1.43604 1.44 0.63 0.07 -0.823
H 2.48853 -0.31216 -4.71610 -0.22 0.11 -0.47 0.114
```
Positions in Å, forces in eV/Å.